No. 1
The following is a DFT calculation (the ωB97M-V functional and the def2-TZVPD basis) of C13H21NO4 in the gas phase.

Output
- SMILES = COCCCCCCCCC1=C(N)C(=O)OC1=O
- energy (a.u.) = -863.3583
- highest occupied orbital energy (eV) = -9.97
- Kohn-Sham gap (eV) = 8.5
- 2S+1 = 1
- charge = 0

Last column: Mulliken charge in e.
CARTESIAN COORDINATES (ANGSTROEM)
1 C -4.385 0.714 -2.269  -0.63
2 O -3.083 0.045 -2.432  -0.30
3 C -3.199 -1.415 -2.266  -0.36
4 C -1.932 -2.278 -2.858  -0.67
5 C -0.466 -1.596 -2.585  -0.62
6 C 0.164 -1.960 -1.079  -0.24
7 C 1.160 -0.663 -0.728  -0.55
8 C 2.465 -1.101 0.161  -0.57
9 C 2.218 -1.163 1.780  -0.67
10 C 1.244 0.010 2.383  -0.55
11 C 1.926 1.499 2.480  0.34
12 C 1.128 2.714 2.880  -0.08
13 N -0.359 2.734 3.207  -0.56
14 C 2.219 3.958 2.891  0.39
15 O 2.038 5.266 3.100  -0.55
16 O 3.586 3.448 2.676  -0.26
17 C 3.452 2.037 2.210  0.41
18 O 4.466 1.354 1.613  -0.50
19 H -4.326 1.815 -1.875  0.22
20 H -4.999 0.096 -1.476  0.28
21 H -4.956 0.725 -3.300  0.23
22 H -3.331 -1.743 -1.133  0.25
23 H -4.151 -1.746 -2.904  0.31
24 H -1.890 -3.390 -2.483  0.27
25 H -2.060 -2.330 -4.044  0.30
26 H 0.363 -1.879 -3.373  0.31
27 H -0.517 -0.403 -2.599  0.31
28 H 0.893 -2.879 -1.193  0.27
29 H -0.666 -2.125 -0.269  0.13
30 H 1.568 -0.313 -1.795  0.36
31 H 0.555 0.250 -0.308  0.16
32 H 3.358 -0.409 -0.144  0.26
33 H 2.746 -2.208 -0.188  0.34
34 H 3.243 -1.125 2.369  0.33
35 H 1.727 -2.203 2.061  0.33
36 H 0.189 0.024 1.830  0.27
37 H 0.990 -0.308 3.505  0.37
38 H -0.821 3.014 2.296  0.31
39 H -0.558 3.536 3.859  0.34

Cartesian forces (eV/Å) of the 2 atoms listed first:
-1.0 -0.7 0.2
-0.9 -0.7 0.6

No. 2
The following is a DFT calculation (the ωB97M-V functional and the def2-TZVPD basis) of 2 unconnected molecules or ions with the total composition C5H13NO.

Output
- energy (a.u.) = -328.1542
- highest occupied orbital energy (eV) = -6.71
- Kohn-Sham gap (eV) = 7.1
- 2S+1 = 1
- charge = 0

Last column: Mulliken charge in e.
CARTESIAN COORDINATES (ANGSTROEM)
1 C 0.286 0.320 0.747  0.45
2 C 1.035 0.008 -0.434  -0.35
3 C -1.009 1.294 -1.372  -1.01
4 C -1.260 -1.121 -0.985  -0.97
5 C 0.021 -0.652 1.846  -1.29
6 N -0.510 0.100 -0.692  0.29
7 O 2.587 0.234 1.358  -0.94
8 H 3.367 0.793 1.447  0.11
9 H 0.210 1.367 1.005  0.22
10 H 1.427 -0.991 -0.548  0.26
11 H 1.591 0.789 -0.929  0.26
12 H -2.298 -1.009 -0.664  0.31
13 H -2.045 1.483 -1.083  0.33
14 H -0.403 2.154 -1.093  0.36
15 H -0.956 1.162 -2.456  0.33
16 H -1.234 -1.321 -2.059  0.36
17 H -0.819 -1.964 -0.462  0.32
18 H 0.902 -0.532 2.487  0.37
19 H 0.009 -1.686 1.503  0.26
20 H -0.903 -0.427 2.382  0.34

Cartesian forces (eV/Å) of the 2 atoms listed first:
-0.4 -0.1 -0.4
-0.5 0.0 -0.2

No. 3
The following is a DFT calculation (the ωB97M-V functional and the def2-TZVPD basis) of a molecular structure, C6H11NO.

Output
- energy (a.u.) = -365.0576
- highest occupied orbital energy (eV) = -8.49
- Kohn-Sham gap (eV) = 9.5
- 2S+1 = 1
- charge = 0

Last column: Mulliken charge in e.
CARTESIAN COORDINATES (ANGSTROEM)
1 C 1.467 -0.062 -1.060  -0.63
2 C 1.733 0.817 0.103  0.14
3 C 2.350 -0.389 0.928  -0.55
4 C -1.562 -0.909 -0.882  -0.99
5 C -2.116 1.276 0.166  -1.04
6 C -1.781 -0.200 0.380  0.81
7 N 1.963 -1.078 -0.364  0.01
8 O -1.770 -0.825 1.410  -0.57
9 H 2.349 1.648 0.132  0.41
10 H 0.761 1.062 0.495  -0.24
11 H 3.342 -0.323 1.196  0.33
12 H 1.744 -0.743 1.768  0.23
13 H -1.190 -2.030 -0.659  0.24
14 H -0.811 -0.385 -1.508  0.32
15 H -2.461 -1.021 -1.571  0.34
16 H -1.306 1.979 0.474  0.28
17 H -2.959 1.475 0.796  0.39
18 H -2.266 1.496 -0.921  0.27
19 H 2.514 -1.788 -0.883  0.26

Cartesian forces (eV/Å) of the 2 atoms listed first:
1.2 -0.1 -0.7
-1.6 -1.2 2.6

No. 4
The following is a DFT calculation (the ωB97M-V functional and the def2-TZVPD basis) of 2 unconnected molecules or ions with the total composition CH7NS2.

Output
- SMILES = CN.SS
- energy (a.u.) = -893.3908
- highest occupied orbital energy (eV) = -8.88
- Kohn-Sham gap (eV) = 9.0
- 2S+1 = 1
- charge = 0

Last column: Mulliken charge in e.
CARTESIAN COORDINATES (ANGSTROEM)
1 C -0.429 -1.661 0.369  -0.62
2 N -0.752 -0.991 -0.847  -0.41
3 H -1.318 -1.995 0.969  0.26
4 H 0.135 -1.170 1.178  0.16
5 H 0.197 -2.550 0.236  0.24
6 H -1.728 -0.874 -1.057  0.21
7 H -0.215 -0.186 -1.127  0.19
8 S 1.778 1.543 -0.193  -0.24
9 S 1.079 3.536 0.020  -0.17
10 H 1.383 1.105 1.036  0.20
11 H -0.129 3.243 -0.583  0.18

Cartesian forces (eV/Å) of the 2 atoms listed first:
-0.1 -1.2 2.0
-0.1 0.2 -0.6

No. 5
The following is a DFT calculation (the ωB97M-V functional and the def2-TZVPD basis) of a molecular structure, C40H57N7OSn.

Output
- energy (a.u.) = -2230.9276
- highest occupied orbital energy (eV) = -12.12
- Kohn-Sham gap (eV) = 5.8
- 2S+1 = 1
- charge = +2

Last column: Mulliken charge in e.
CARTESIAN COORDINATES (ANGSTROEM)
1 Sn -0.658 0.015 -0.202  0.89
2 C 3.260 -4.688 -2.101  -0.98
3 C 1.731 -4.786 -2.061  -1.18
4 C 1.123 -3.827 -1.086  0.74
5 C 0.741 -4.058 0.201  0.66
6 C 0.819 -5.334 0.979  -1.20
7 C 2.077 -5.405 1.853  -0.91
8 C 0.316 -2.794 0.747  0.47
9 C -0.099 -2.613 2.045  -1.13
10 C -0.425 -1.395 2.623  0.08
11 C -0.720 -1.191 4.017  0.68
12 C -0.656 -2.256 5.065  -1.33
13 C 0.775 -2.507 5.551  -0.99
14 C -0.981 0.140 4.171  0.55
15 C -0.853 0.744 2.869  0.01
16 C -1.071 2.078 2.592  -0.62
17 C -0.867 2.715 1.373  0.20
18 N -0.445 2.092 0.222  -0.24
19 C -0.244 3.092 -0.701  0.14
20 C 0.292 2.901 -1.966  -0.81
21 C 0.757 1.709 -2.487  0.25
22 N 0.679 0.485 -1.856  -0.24
23 C 1.184 -0.425 -2.746  0.07
24 C 1.258 -1.789 -2.516  -0.97
25 C 0.932 -2.420 -1.332  0.37
26 N 0.451 -1.799 -0.200  -0.39
27 C 1.631 0.233 -3.947  0.61
28 C 1.368 1.562 -3.786  0.59
29 C 1.698 2.696 -4.702  -1.31
30 C 2.966 3.439 -4.268  -0.99
31 C 2.317 -0.452 -5.087  -1.30
32 C 3.803 -0.700 -4.805  -0.98
33 C -0.571 4.366 -0.130  0.65
34 C -0.958 4.132 1.163  0.81
35 C -1.315 5.131 2.218  -1.32
36 C -0.127 5.477 3.123  -0.86
37 C -0.406 5.681 -0.826  -1.35
38 C 1.044 6.177 -0.802  -0.88
39 N -0.483 -0.210 1.940  -0.17
40 C -1.272 0.891 5.432  -1.32
41 C -0.037 1.626 5.967  -0.99
42 H 3.671 -5.391 -2.825  0.43
43 H 3.688 -4.918 -1.126  0.24
44 H 3.586 -3.685 -2.377  0.15
45 H 1.439 -5.802 -1.792  0.44
46 H 1.327 -4.610 -3.062  0.37
47 H 0.809 -6.176 0.286  0.46
48 H -0.071 -5.443 1.602  0.41
49 H 2.978 -5.352 1.242  0.23
50 H 2.102 -6.339 2.412  0.43
51 H 2.111 -4.580 2.566  0.12
52 H -0.119 -3.486 2.683  0.57
53 H -1.082 -3.184 4.676  0.43
54 H -1.285 -1.967 5.907  0.42
55 H 1.425 -2.808 4.727  0.20
56 H 0.793 -3.294 6.304  0.42
57 H 1.199 -1.605 5.994  0.25
58 H -1.372 2.704 3.421  0.64
59 H 0.406 3.782 -2.583  0.62
60 H 1.656 -2.403 -3.311  0.54
61 H 0.858 3.394 -4.748  0.40
62 H 1.827 2.312 -5.715  0.37
63 H 2.860 3.848 -3.261  0.19
64 H 3.180 4.263 -4.947  0.42
65 H 3.826 2.770 -4.264  0.26
66 H 2.212 0.156 -5.986  0.40
67 H 1.819 -1.400 -5.304  0.42
68 H 4.329 0.241 -4.645  0.26
69 H 4.272 -1.213 -5.642  0.42
70 H 3.939 -1.311 -3.910  0.19
71 H -2.142 4.751 2.823  0.44
72 H -1.685 6.038 1.740  0.41
73 H 0.261 4.589 3.626  0.13
74 H -0.422 6.197 3.885  0.42
75 H 0.689 5.911 2.545  0.23
76 H -1.051 6.419 -0.351  0.39
77 H -0.752 5.599 -1.859  0.45
78 H 1.386 6.330 0.221  0.23
79 H 1.134 7.124 -1.333  0.41
80 H 1.718 5.459 -1.272  0.14
81 H -1.637 0.194 6.186  0.35
82 H -2.082 1.605 5.262  0.41
83 H 0.765 0.923 6.194  0.26
84 H -0.280 2.168 6.879  0.41
85 H 0.347 2.340 5.238  0.20
86 N -2.025 0.495 -2.058  -0.09
87 C -3.469 0.605 -1.792  -0.73
88 C -3.636 1.145 -0.384  -0.38
89 N -2.849 0.289 0.517  -0.24
90 H -1.653 1.378 -2.403  0.25
91 H -1.821 -0.203 -2.768  0.31
92 H -3.907 -0.390 -1.866  0.15
93 H -3.967 1.247 -2.518  0.53
94 H -4.688 1.180 -0.102  0.60
95 H -3.231 2.157 -0.311  0.10
96 H -3.227 -0.655 0.560  0.29
97 H -2.823 0.667 1.461  0.31
98 C -4.238 -3.341 -0.536  -1.28
99 C -2.922 -3.042 -1.196  0.66
100 N -2.555 -3.820 -2.221  -0.35
101 O -2.205 -2.106 -0.819  -0.45
102 H -4.653 -4.302 -0.830  0.53
103 H -4.957 -2.563 -0.798  0.26
104 H -4.099 -3.325 0.544  0.27
105 H -3.096 -4.621 -2.500  0.25
106 H -1.645 -3.681 -2.632  0.14

Cartesian forces (eV/Å) of the 2 atoms listed first:
0.4 0.3 0.1
0.0 0.0 0.0

No. 6
The following is a DFT calculation (the ωB97M-V functional and the def2-TZVPD basis) of C4H7NO2 in the gas phase.

Output
- SMILES = NC(=O)C[C@H]1CO1
- energy (a.u.) = -361.8271
- highest occupied orbital energy (eV) = -9.94
- Kohn-Sham gap (eV) = 10.8
- 2S+1 = 1
- charge = 0

Last column: Mulliken charge in e.
CARTESIAN COORDINATES (ANGSTROEM)
1 N 1.842 0.709 1.401  -0.37
2 C 0.518 0.394 1.251  0.51
3 O -0.392 0.886 1.897  -0.61
4 C 0.289 -0.678 0.198  -0.73
5 C -1.049 -0.623 -0.508  0.15
6 C -1.346 0.290 -1.618  -0.41
7 O -0.995 -1.073 -1.840  -0.46
8 H 2.075 1.460 2.031  0.25
9 H 2.552 0.382 0.764  0.21
10 H 0.379 -1.660 0.684  0.27
11 H 1.055 -0.651 -0.583  0.33
12 H -1.893 -0.998 0.067  0.37
13 H -0.641 1.080 -1.897  0.22
14 H -2.393 0.483 -1.847  0.26

Cartesian forces (eV/Å) of the 2 atoms listed first:
-0.2 0.3 0.3
-0.3 -0.1 -0.3

No. 7
The following is a DFT calculation (the ωB97M-V functional and the def2-TZVPD basis) of a molecular structure, C29H42AuClN3O2Si.

Output
- energy (a.u.) = -2330.3242
- highest occupied orbital energy (alpha / beta) (eV) = -1.14 / -3.66
- ⟨S²⟩ = 2.02
- Kohn-Sham gap (alpha / beta) (eV) = 3.9 / 5.1
- 2S+1 = 3
- charge = -1

Last column: Mulliken charge in e.
CARTESIAN COORDINATES (ANGSTROEM)
1 Au -0.061 0.009 0.004  1.16
2 Cl -1.799 0.662 1.964  -0.58
3 N -0.262 -2.002 0.717  0.15
4 N 0.217 2.127 -0.229  0.19
5 C -1.105 -2.809 0.121  0.92
6 C -0.480 2.767 -1.136  0.97
7 C 0.199 -2.605 1.958  1.72
8 C -0.901 -3.615 2.240  -0.78
9 C 0.381 -1.628 3.090  -1.78
10 C 1.508 -3.321 1.695  -1.51
11 H -0.540 -1.041 3.192  0.27
12 H 1.171 -0.897 2.874  -0.05
13 H 0.633 -2.152 4.036  0.49
14 H 1.360 -4.078 0.909  0.49
15 H 1.913 -3.816 2.599  0.47
16 H 2.221 -2.573 1.320  -0.15
17 C 0.887 3.080 0.634  1.76
18 C 0.060 4.334 0.423  -0.88
19 C 2.306 3.299 0.152  -1.47
20 C 0.915 2.666 2.077  -1.61
21 H -0.100 2.392 2.389  0.25
22 H 1.339 3.470 2.712  0.56
23 H 1.515 1.756 2.184  -0.13
24 H 2.295 3.661 -0.888  0.44
25 H 2.818 2.330 0.173  -0.31
26 H 2.859 4.027 0.776  0.55
27 O -0.604 4.061 -0.873  -0.46
28 H 0.592 5.299 0.371  0.28
29 H -0.723 4.404 1.193  0.39
30 O -1.515 -3.803 0.906  -0.43
31 H -1.665 -3.175 2.899  0.39
32 H -0.610 -4.600 2.641  0.27
33 C -1.574 -2.699 -1.290  -1.74
34 C -1.065 2.174 -2.371  -1.58
35 C -1.940 0.966 -2.237  0.78
36 H -0.229 1.890 -3.034  0.10
37 H -1.597 2.980 -2.866  0.40
38 C -1.348 -0.260 -1.791  -1.50
39 C -2.194 -1.408 -1.717  0.87
40 H -0.205 -0.472 -1.732  0.34
41 C -3.498 -1.360 -2.214  1.29
42 C -4.029 -0.178 -2.728  -1.08
43 C -4.312 -2.619 -2.373  -1.97
44 C -3.251 0.980 -2.725  1.28
45 H -5.011 -0.189 -3.243  0.09
46 C -3.811 2.190 -3.432  -1.93
47 H -4.837 1.989 -3.784  0.33
48 H -3.224 2.453 -4.331  0.36
49 H -3.847 3.086 -2.791  0.34
50 H -3.828 -3.340 -3.059  0.36
51 H -5.295 -2.386 -2.815  0.33
52 H -4.488 -3.142 -1.419  0.33
53 H -2.252 -3.529 -1.457  0.40
54 H -0.700 -2.861 -1.943  0.19
55 C 3.145 0.620 3.642  -1.32
56 Si 3.755 -0.009 1.967  0.90
57 C 5.008 1.169 1.282  -1.14
58 C 4.455 -1.696 2.360  -1.11
59 N 2.719 0.000 0.550  -0.19
60 C 3.106 -0.329 -0.741  -0.18
61 C 2.792 0.501 -1.859  0.61
62 C 3.444 0.330 -3.064  -0.90
63 C 4.301 -0.766 -3.218  -0.56
64 C 4.452 -1.738 -2.213  -0.80
65 C 3.766 -1.575 -1.020  -0.50
66 H 4.099 0.465 4.154  0.49
67 H 2.867 1.675 3.649  0.31
68 H 2.363 0.040 4.138  0.38
69 H 5.799 0.989 2.026  0.46
70 H 5.279 0.846 0.264  0.23
71 H 4.607 2.199 1.251  0.20
72 H 3.754 -2.414 2.816  0.21
73 H 4.893 -2.125 1.448  0.28
74 H 5.209 -1.316 3.071  0.50
75 H 2.074 1.289 -1.656  0.19
76 H 3.305 1.067 -3.846  0.41
77 H 4.851 -0.886 -4.130  0.32
78 H 5.117 -2.596 -2.288  0.38
79 H 3.775 -2.289 -0.181  0.23

Cartesian forces (eV/Å) of the 2 atoms listed first:
1.3 0.6 2.9
-0.3 0.1 0.1

No. 8
The following is a DFT calculation (the ωB97M-V functional and the def2-TZVPD basis) of a molecular structure, C6H5NO.

Output
- energy (a.u.) = -361.5213
- highest occupied orbital energy (eV) = -10.08
- Kohn-Sham gap (eV) = 9.4
- 2S+1 = 1
- charge = 0

Last column: Mulliken charge in e.
CARTESIAN COORDINATES (ANGSTROEM)
1 C 2.324 0.314 -0.024  -0.03
2 C 0.980 0.040 -0.165  0.78
3 C 0.040 1.091 -0.247  -0.77
4 C -1.293 0.833 -0.022  -0.24
5 C -1.682 -0.569 0.028  -0.19
6 C -0.759 -1.479 -0.142  -0.14
7 H 2.410 1.490 0.459  0.13
8 H 0.175 2.090 -0.312  0.40
9 H -2.029 1.595 0.173  0.41
10 H -2.899 -0.986 0.421  0.15
11 H -0.973 -2.543 -0.004  0.37
12 N 0.594 -1.218 -0.188  -0.43
13 O 3.112 -0.658 0.021  -0.45

Cartesian forces (eV/Å) of the 2 atoms listed first:
4.9 -0.7 3.0
-4.7 -0.1 -1.9

Q: Which of these has the highest energy?
A: C5H13NO

Q: Look up the charge of the seventh one.
A: -1